Molecular formula: C17H21CuN3O3
Method: DFT, ωB97M-V with the def2-TZVPD basis set

Output
- Electronic energy: -73200.9563 eV
- Net charge: +2
- HOMO-LUMO gap (spin up / spin down): 7.038 / 5.915 eV
- Spin multiplicity: 2
- Highest occupied orbital energy (spin up / spin down): -15.38 / -15.74 eV

Positions of all 45 atoms, in Å:
C1 5.2978 -0.4961 1.6243
C2 4.0548 0.2820 1.3326
O1 3.6338 1.1518 2.0008
N1 3.2922 -0.0947 0.1336
C3 2.3664 -1.2116 0.4630
C4 1.4790 -1.5360 -0.7467
C5 -0.0229 -1.7436 -0.4205
C6 -1.0281 -1.0580 -1.3824
C7 -1.6586 0.2009 -0.8577
C8 -3.0832 0.2302 -0.5996
C9 -3.9740 -0.9281 -0.8183
C10 -3.9550 -1.9113 0.3862
C11 -3.2164 -1.4704 1.6160
O2 -2.7933 -2.5626 0.5898
C12 -3.6824 1.4302 -0.1459
C13 -2.9299 2.5563 0.0548
C14 -1.5147 2.5485 -0.1677
N2 -0.8504 3.6849 0.0661
C15 0.4388 3.6040 -0.1510
O3 1.1601 4.6779 0.1224
C16 1.0955 2.4161 -0.6300
N3 0.4493 1.3332 -0.8890
C17 -0.9053 1.3612 -0.6407
H1 5.5982 -0.3697 2.6542
H2 6.0867 -0.1360 0.9625
H3 5.1632 -1.5514 1.4011
H4 3.9673 -0.4338 -0.5709
H5 2.9275 -2.0953 0.7705
H6 1.7910 -0.9132 1.3321
H7 1.8246 -2.5074 -1.1496
H8 1.5854 -0.7653 -1.5473
H9 -0.1885 -2.8099 -0.5184
H10 -0.2047 -1.5092 0.6204
H11 -0.5047 -0.8545 -2.3145
H12 -1.8003 -1.7759 -1.5986
H13 -3.7141 -1.5113 -1.6939
H14 -5.0097 -0.6051 -0.8228
H15 -4.8771 -2.4429 0.5700
H16 -3.1597 -2.1182 2.4805
H17 -2.2873 -0.9144 1.5665
H18 -4.7450 1.4740 0.0278
H19 -3.3927 3.4729 0.3851
H20 1.8354 4.8236 -0.5556
H21 2.1667 2.4373 -0.7722
Cu1 3.2843 -1.3590 -2.1670

Forces on atoms 1 to 6 (eV/Å):
0.05 -0.11 -0.43
0.70 -0.82 -0.55
-0.84 1.12 0.83
-0.13 -0.34 -0.34
0.29 0.44 -0.18
0.39 -0.42 0.14